Density functional theory data (ωB97M-V/def2-TZVPD) for a cluster of 10 separate species, C4H27NO11 in total.

Last column: natural (NBO) charge in e.
Element x y z (Å)
1 H 3.690568 0.571293 -1.755005  0.489
2 O 3.688858 -0.406091 -1.760605  -0.949
3 H 0.459957 1.797368 3.291298  0.509
4 H 0.181686 -1.822883 3.447894  0.482
5 O -1.994977 0.444922 2.389626  -0.993
6 O 3.400245 2.517991 -0.800230  -0.971
7 H -1.698074 3.586395 2.640007  0.479
8 H -0.931184 -2.641165 -0.799868  0.497
9 H 2.548140 2.874213 -0.620419  0.495
10 H -3.250480 0.281598 -2.043398  0.159
11 H -2.169422 -2.062922 0.520948  0.506
12 H 1.675902 -1.382931 0.418855  0.203
13 H -1.460289 2.028781 2.256546  0.510
14 O -0.180264 3.448529 -0.382412  -0.970
15 H -0.269624 -0.359517 -0.035496  0.218
16 H -1.313060 -0.216880 2.528910  0.503
17 H -0.753580 2.672663 -0.444267  0.484
18 H 0.530892 -0.404804 3.004215  0.509
19 H 1.288097 -2.980572 -0.031070  0.228
20 O -2.192986 -1.188234 -3.896400  -0.957
21 C 0.631358 -1.523647 -1.458909  0.099
22 C 0.040811 -0.132533 -1.046775  -0.265
23 H 0.744084 0.695551 -1.153126  0.213
24 N -1.155422 0.165043 -1.827317  -0.591
25 H -1.401529 -1.433712 -4.371293  0.471
26 O -1.706697 -2.918290 0.629752  -0.957
27 H 1.055650 -1.527373 -2.475418  0.181
28 H -1.330763 -2.839877 1.516182  0.487
29 H 4.076267 3.160333 -0.632027  0.481
30 H -2.615632 0.240699 1.744594  0.500
31 O 0.057325 -1.212401 2.689065  -0.996
32 C 1.654725 -2.036211 -0.437645  -0.655
33 O -1.052990 2.912409 2.410107  -1.028
34 H 3.634099 -0.511623 -0.804281  0.461
35 H -0.456305 4.069529 0.263944  0.487
36 H -0.974973 0.242914 -2.807153  0.423
37 O 0.937865 1.085275 3.718812  -0.950
38 H -2.133627 -1.718615 -3.097055  0.491
39 C -2.405474 0.062769 -1.406130  0.527
40 H 1.816527 1.356235 3.510457  0.475
41 O -0.469980 -2.422060 -1.666998  -0.789
42 H 2.617054 -2.114411 -0.916429  0.233
43 O -2.812780 -0.357758 -0.311483  -0.731

Cartesian forces (eV/Å) of the 3 atoms listed first:
H 0.067 -0.235 -0.567
O 0.091 1.225 0.445
H -1.138 0.567 -0.127

As for the spin multiplicity: 1. The molecular weight is 265.26 g/mol. As for the SMILES: C[C@@H](O)CNC=O.O.O.O.O.O.O.O.O.O. Its HOMO-LUMO gap is 9.88 eV. Its HOMO energy is -9.8 eV.

=====

Density functional theory data (ωB97M-V/def2-TZVPD) for a cluster of 2 separate species, C3H8N2O2 in total.

Last column: natural (NBO) charge in e.
Element x y z (Å)
1 H -1.503589 -1.806017 0.271099  0.199
2 H 1.661947 1.325589 0.019676  0.257
3 N -0.485882 1.195907 1.078775  0.155
4 H -2.619265 -0.445055 -0.007421  0.208
5 C -1.797993 -0.815744 0.613796  -0.468
6 C 0.748301 -0.380160 -0.858354  0.399
7 H 0.668845 -1.458037 -0.822379  0.190
8 N -0.670095 0.071135 0.538931  -0.276
9 H -2.140810 -0.862053 1.650073  0.226
10 O 0.254464 0.114854 -1.989648  -0.646
11 C 1.909787 0.287874 -0.205033  -0.709
12 H 0.374942 1.076191 -2.026883  0.494
13 H 2.156451 -0.207548 0.728475  0.246
14 H 2.779990 0.261694 -0.863050  0.229
15 O -1.337093 1.641371 1.871944  -0.505

Cartesian forces (eV/Å) of the 3 atoms listed first:
H 0.043 0.058 0.019
H -0.033 -0.024 0.006
N -0.106 0.878 0.638

As for the spin multiplicity: 1. The molecular weight is 104.11 g/mol. Its HOMO-LUMO gap is 8.76 eV. Its HOMO energy is -8.2 eV.

=====

Density functional theory data (ωB97M-V/def2-TZVPD) for a cluster of 2 separate species, C4H10N in total.

Last column: Löwdin spin population.
Element x y z (Å)
1 H -2.098798 1.295605 0.420598  0.001
2 H -1.496733 -0.515185 -0.982748  0.000
3 N -1.673111 1.948162 -0.220211  0.029
4 H -0.769068 2.083184 -0.650686  0.001
5 C -0.827102 -0.055761 -0.271490  -0.002
6 C 0.642842 0.154837 -0.455822  0.059
7 H 2.044412 -0.933761 1.884668  0.024
8 H 0.990031 0.891406 0.248495  0.007
9 C 1.088408 -1.271433 -0.082397  0.429
10 H -2.360353 2.197128 -0.933329  0.001
11 C 1.608354 -1.621592 1.151107  0.405
12 H 1.367264 -1.831078 -0.973858  0.018
13 H 1.648464 -2.644248 1.543464  0.021
14 H 1.055200 0.482249 -1.410482  0.005
15 H -1.219809 -0.179514 0.732693  0.002

Cartesian forces (eV/Å) of the 3 atoms listed first:
H 0.414 0.944 1.205
H 0.293 -0.190 -0.578
N -0.313 -1.690 -2.039

As for the spin multiplicity: 2. The molecular weight is 72.13 g/mol. Its HOMO-LUMO gap (spin up / spin down) is 9.21 / 6.95 eV. Its total charge is +2. Its HOMO energy (spin up / spin down) is -20.7 / -20.6 eV.

=====

Density functional theory data (ωB97M-V/def2-TZVPD) for a structure of composition C22H15BrN8O2PdS.

Last column: natural (NBO) charge in e.
Element x y z (Å)
1 C 1.225447 -0.102643 -6.113945  0.097
2 C -2.507097 5.431390 -2.417617  -0.193
3 C -1.645772 1.874089 3.445038  -0.041
4 C -2.023081 1.532782 2.178114  -0.056
5 C -0.628196 -0.150275 -4.085936  -0.260
6 H 1.833761 -0.943214 4.154572  0.451
7 C -0.675797 -3.134769 -0.942238  0.456
8 H -1.336132 -0.168071 -3.269837  0.267
9 N 0.400805 -3.831762 -4.087225  -0.239
10 N -0.720650 -6.661891 -0.812158  -0.148
11 C 2.365939 -1.439795 1.084636  -0.075
12 N 1.836990 -0.954572 3.147068  -0.463
13 Br -6.237310 3.893628 -3.366426  0.117
14 H -2.100115 2.538545 4.157954  0.263
15 C 2.743128 -1.637581 2.380350  -0.032
16 C -0.623631 -5.584805 -1.218794  0.223
17 H -4.375531 6.173540 -3.171947  0.251
18 C 0.013175 -4.068591 -3.027729  0.267
19 H -0.807442 4.415989 -1.575403  0.237
20 H 2.834576 -1.795421 0.183131  0.251
21 H -2.019786 6.395673 -2.458922  0.241
22 N -0.861753 -2.192009 -0.300972  -0.422
23 H 3.570704 -2.187757 2.791260  0.265
24 Pd -0.402461 -0.106633 -0.412703  1.201
25 C -2.443853 3.080744 -1.926994  -0.218
26 H -2.097235 -0.043426 -5.630736  0.256
27 H 2.593201 -0.256370 -4.608648  0.446
28 S 1.396226 -0.258779 -2.198256  0.103
29 C -1.819635 4.327043 -1.944542  -0.153
30 O -2.130162 0.732875 -1.596102  -0.592
31 C -0.101907 -0.037060 -6.434665  -0.235
32 H 0.045669 1.245841 4.545886  0.446
33 C -4.438262 4.061300 -2.796960  -0.112
34 C -3.825406 5.307404 -2.831902  -0.177
35 H 2.007913 -0.085119 -6.858355  0.256
36 H -2.882818 1.858874 1.619112  0.250
37 N -1.118510 0.650463 1.670884  -0.460
38 H -0.409003 0.044215 -7.466080  0.268
39 C 0.947093 -0.370379 2.320421  0.327
40 N 1.605721 -0.181429 -4.823860  -0.447
41 C -0.456239 -4.284241 -1.714581  -0.324
42 C -3.756608 2.937052 -2.362997  -0.135
43 O -0.576350 2.071864 -0.841969  -0.582
44 H -4.245339 1.972991 -2.349638  0.236
45 C -1.040504 -0.071455 -5.400425  -0.063
46 N -0.494384 1.180922 3.698176  -0.458
47 C -1.686036 1.908277 -1.426641  0.772
48 C 0.733936 -0.195378 -3.792950  0.074
49 C -0.198572 0.453640 2.601797  0.286
50 N 1.253756 -0.648562 1.065414  -0.422

Cartesian forces (eV/Å) of the 3 atoms listed first:
C -0.166 0.038 -0.327
C 0.054 -0.024 0.063
C -0.208 -0.022 -0.208

As for the spin multiplicity: 1. The molecular weight is 641.81 g/mol. Its HOMO-LUMO gap (spin up / spin down) is 3.64 / 3.54 eV. Its total charge is +2. Its HOMO energy (spin up / spin down) is -13.6 / -13.6 eV.

=====

Density functional theory data (ωB97M-V/def2-TZVPD) for a cluster of 9 separate species, C16H47O18 in total.

Last column: Löwdin charge in e.
Element x y z (Å)
1 H 19.962959 -9.023064 1.083488  0.075
2 H 21.875910 -14.554942 1.425737  0.116
3 C 14.359399 -12.771696 4.115011  -0.261
4 C 19.842001 -8.611920 -0.851684  -0.231
5 C 14.227243 -11.359915 4.713957  -0.230
6 H 13.172476 -11.201174 4.935849  0.118
7 C 18.138320 -10.777996 2.157995  -0.704
8 O 25.217602 -9.492095 1.774582  -0.079
9 O 16.342658 -6.681034 3.643187  -0.081
10 O 18.076206 -10.715361 0.897012  -0.021
11 H 15.800776 -13.217671 -2.077988  0.111
12 H 22.039829 -9.405954 1.539800  0.108
13 H 20.731146 -12.173400 -0.092821  0.117
14 C 21.508890 -12.924340 0.105985  -0.244
15 O 15.117831 -6.818557 6.069899  -0.140
16 O 16.806059 -11.458211 -1.486520  -0.068
17 O 14.730438 -10.296445 3.932703  -0.099
18 H 15.812026 -13.040724 -0.451238  0.124
19 H 20.277082 -14.550845 0.646382  0.095
20 O 22.326308 -9.540333 0.628329  -0.076
21 H 22.639522 -11.364003 0.143812  0.036
22 H 13.956058 -12.757034 3.089867  0.117
23 H 20.889580 -6.874636 -1.240528  0.113
24 H 14.236434 -8.078620 -0.177272  0.119
25 H 16.595133 -8.237856 6.474440  0.073
26 H 18.829222 -6.899916 3.670855  0.122
27 H 23.250183 -8.039363 -0.446608  0.119
28 H 16.209315 -12.518959 3.679805  0.049
29 H 15.533835 -6.800700 5.177502  0.030
30 H 17.345379 -14.734068 -1.631793  0.110
31 H 20.146057 -12.477844 2.130441  0.044
32 C 21.031233 -13.924403 1.139291  -0.251
33 O 15.680373 -13.243041 4.052603  -0.064
34 O 20.437966 -13.390743 2.315779  -0.066
35 H 18.857114 -9.055962 -1.014869  0.117
36 O 22.698748 -12.253325 0.521419  -0.082
37 H 14.818997 -11.401813 5.637811  0.120
38 O 17.179664 -10.877876 2.963593  -0.026
39 C 17.616535 -13.779943 -1.176449  -0.247
40 H 25.495301 -8.549315 -0.023631  0.115
41 C 16.087023 -7.372118 6.928567  -0.196
42 O 18.866580 -6.516187 -1.692573  -0.049
43 H 17.123227 -11.082323 -0.626606  0.048
44 H 16.817130 -5.061960 2.462135  0.126
45 O 15.802658 -8.152767 1.217065  -0.092
46 C 15.015582 -8.750947 0.162225  -0.180
47 H 20.539448 -9.319271 -1.334673  0.116
48 H 17.177167 -4.832701 4.128978  0.120
49 C 17.195130 -5.590800 3.344902  -0.220
50 C 24.772789 -9.243428 0.420217  -0.228
51 H 13.746655 -13.431284 4.733641  0.113
52 H 16.984334 -6.745984 7.095390  0.066
53 H 26.133024 -9.777361 1.725788  0.074
54 H 21.668429 -13.394337 -0.872655  0.114
55 H 17.971672 -13.154280 0.584836  0.062
56 H 19.136584 -10.676344 3.641107  0.135
57 H 15.185127 -10.619208 1.273288  0.100
58 H 19.318939 -5.231344 3.281839  0.111
59 O 18.045693 -14.011389 0.149412  -0.073
60 H 16.139222 -7.165689 2.821693  0.072
61 O 18.759317 -6.325298 1.656919  -0.080
62 H 24.843952 -10.207467 -0.094877  0.119
63 C 18.615242 -6.035134 3.039601  -0.238
64 H 19.404281 -7.054588 1.562394  0.054
65 O 13.425500 -9.643201 1.609766  -0.093
66 H 15.754162 -8.936490 -0.625363  0.110
67 H 18.485794 -13.418859 -1.744905  0.116
68 H 23.483968 -7.839357 1.216676  0.132
69 C 16.456894 -12.787307 -1.312803  -0.288
70 C 14.440321 -10.058823 0.700721  -0.237
71 H 15.702206 -10.347249 3.727412  0.066
72 H 13.681547 -9.981195 2.491455  0.042
73 H 20.363796 -7.599166 -2.689918  0.115
74 H 16.634527 -8.648001 1.245883  0.068
75 C 23.400240 -8.632469 0.464371  -0.231
76 H 18.572617 -6.364623 -0.784115  0.073
77 C 20.001377 -7.340012 -1.696080  -0.251
78 H 15.598616 -7.562577 7.880943  0.070
79 O 19.419956 -10.715793 2.698996  0.049
80 H 14.017217 -10.731906 -0.050557  0.113
81 O 20.240604 -8.325806 0.460525  -0.105

Cartesian forces (eV/Å) of the 3 atoms listed first:
H -0.075 -0.097 -0.735
H 0.023 0.035 0.149
C -0.385 0.931 -0.707

As for the spin multiplicity: 1. The molecular weight is 527.53 g/mol. Its HOMO-LUMO gap is 9.29 eV. Its total charge is -1. Its HOMO energy is -7.0 eV.

=====

Density functional theory data (ωB97M-V/def2-TZVPD) for the ion C4H11BNO3 with charge +1.

Last column: natural (NBO) charge in e.
Element x y z (Å)
1 H 2.249866 1.562481 -0.248640  0.266
2 H -0.234864 2.345397 -0.670172  0.539
3 H 3.369689 -0.887926 0.587994  0.240
4 B 0.444449 0.510559 -0.555386  1.172
5 C -2.773829 -0.196253 0.387127  0.751
6 H -2.052049 -1.957639 -0.458072  0.263
7 H 0.161643 -1.559291 -0.494865  0.456
8 H 2.911045 0.426592 1.619226  0.242
9 H 2.469826 0.152171 -1.256344  0.289
10 O -3.802043 -0.705185 0.682233  -0.455
11 H -2.052808 1.533205 0.110941  0.493
12 N -0.349587 -0.763890 -0.109876  -0.772
13 H -0.308158 -0.805380 0.910379  0.462
14 O -2.381498 1.012210 0.856480  -0.684
15 H -1.936879 -0.613105 -1.565971  0.263
16 C -1.798526 -0.905219 -0.529596  -0.352
17 O -0.236169 1.510300 -1.157368  -0.905
18 C 1.979179 0.512945 -0.351399  -0.842
19 H 1.810148 -0.909485 1.370083  0.178
20 C 2.530565 -0.262487 0.873227  -0.603

Cartesian forces (eV/Å) of the 3 atoms listed first:
H 0.216 0.119 -0.276
H 0.529 0.315 -0.608
H 0.048 -0.117 -0.015

As for the spin multiplicity: 1. The molecular weight is 131.95 g/mol. As for the SMILES: CCB(O)[NH2+]CC(=O)O. Its HOMO-LUMO gap is 11.10 eV. Its total charge is +1. Its HOMO energy is -15.0 eV.

=====

> Which of these has the lowest molecular weight?

C4H10N